The following is a DFT calculation (ωB97M-V/def2-TZVPD) of a structure of composition C46H49As3F9N2O2PY.

ORCA input file:
```
! wB97M-V def2-TZVPD RIJCOSX def2/J DEFGRID3
* xyz 1 1
Y 0.78668 0.47853 0.03497
O 0.97306 2.12213 1.11866
C 2.03456 2.85623 1.39057
C 2.08634 3.56032 2.60667
C 3.16849 4.34173 2.94558
C 4.24668 4.47088 2.07361
C 4.21889 3.81633 0.86551
C 3.14909 2.98100 0.50307
C 3.25150 2.23890 -0.72099
N 2.44506 1.27446 -1.02508
N 2.69962 0.54700 -2.16271
C 1.93945 -0.50990 -2.30315
O 1.03059 -0.87639 -1.45132
C 2.13528 -1.27369 -3.54365
C 3.30566 -1.14207 -4.28708
C 3.42068 -1.77258 -5.50914
C 2.37218 -2.53189 -6.00254
C 1.22248 -2.69893 -5.24632
C 1.10924 -2.08776 -4.01214
H 1.23509 3.47352 3.26780
H 3.17906 4.86853 3.88786
H 5.08710 5.09190 2.34121
H 5.04074 3.90805 0.17136
H 4.08715 2.45024 -1.38856
H 4.11004 -0.54400 -3.89634
H 4.32981 -1.66732 -6.07728
H 2.45053 -2.99352 -6.97266
H 0.41040 -3.31074 -5.60804
H 0.22636 -2.21459 -3.39747
C -2.69928 -0.57103 2.60670
As -0.85155 -0.60501 1.88794
C -0.81385 -2.52815 1.42398
C 0.05085 -0.33986 3.66448
C 1.18609 -1.22223 4.22177
C 1.35880 -0.80084 5.68757
C 2.52491 -0.96758 3.52073
As 2.60306 -0.99218 1.52846
C 3.35057 -2.79575 1.20598
C 4.33886 -0.08561 1.43703
C 0.78820 -2.69793 4.14824
As 1.39978 -3.94795 5.59472
C 0.20706 -5.39982 4.99821
C 3.02237 -4.67402 4.73651
H -2.86800 -1.46174 3.21681
H -3.43056 -0.55384 1.79806
H -2.84375 0.32120 3.22118
H -1.28666 -3.16057 2.17717
H 0.21806 -2.84638 1.25813
H -1.34586 -2.65296 0.47991
H -0.76708 -0.36299 4.39955
H 0.41075 0.69945 3.61194
H 1.50278 0.27429 5.76681
H 2.22653 -1.29792 6.12294
H 0.47953 -1.07991 6.26789
H 3.26629 -1.68007 3.90647
H 2.86367 0.04496 3.77794
H 4.07211 -3.02812 1.99459
H 3.86286 -2.78291 0.23916
H 2.57971 -3.56728 1.17594
H 5.07730 -0.62154 2.04359
H 4.25955 0.94318 1.79298
H 4.67974 -0.05192 0.39897
H 1.11735 -3.10874 3.18952
H -0.30580 -2.75807 4.19854
H -0.83295 -5.15849 5.21356
H 0.45464 -6.31127 5.53802
H 0.31371 -5.59155 3.93101
H 3.88745 -4.03303 4.90386
H 2.88162 -4.82302 3.66619
H 3.23122 -5.63900 5.19683
F -5.28907 3.32038 3.42255
C -5.71786 3.24483 2.15346
F -6.05066 4.49005 1.78317
F -6.84881 2.53097 2.17370
C -4.68099 2.64883 1.23434
C -5.08469 1.86819 0.15842
C -4.13188 1.35119 -0.70157
C -2.78081 1.60035 -0.48024
C -2.38666 2.38642 0.60201
C -3.33595 2.92304 1.45305
P -1.42431 1.02220 -1.57796
C -1.48488 2.40769 -2.76440
C -2.60183 2.66015 -3.55743
C -2.63363 3.77987 -4.36545
C -1.55073 4.65146 -4.37098
C -0.43364 4.41086 -3.58232
C -0.40642 3.28702 -2.77493
C -1.56849 5.84421 -5.29279
F -2.80003 6.33467 -5.47050
F -0.80511 6.84669 -4.84596
F -1.10187 5.51572 -6.51077
C -2.19044 -0.38175 -2.44378
C -2.12863 -0.54436 -3.82356
C -2.60932 -1.70155 -4.41356
C -3.13670 -2.70425 -3.61561
C -3.19970 -2.55533 -2.23425
C -2.72635 -1.39826 -1.65320
C -3.64899 -3.99404 -4.20215
F -4.93953 -4.19339 -3.88826
F -3.55502 -4.04623 -5.53183
F -2.96751 -5.04810 -3.71870
H -6.13505 1.66412 0.00552
H -4.44141 0.75155 -1.54355
H -1.33047 2.59675 0.75918
H -3.03989 3.54636 2.28364
H -3.44140 1.98162 -3.54825
H -3.49671 3.99018 -4.97891
H 0.39618 5.10210 -3.59544
H 0.46035 3.08838 -2.15185
H -1.70990 0.23164 -4.44587
H -2.56648 -1.82892 -5.48461
H -3.61056 -3.35267 -1.63570
H -2.78600 -1.26884 -0.57693
*
```

Values from the calculation:
Orbital gap in eV: 7.354
HOMO energy in hartree: -0.389
Energy above the lowest of the compared OMol25 structures with the same formula, charge and spin in kcal per mole: 51.47
Maximum force in eV/Å: 3.4



The following is a DFT calculation (ωB97M-V/def2-TZVPD) of a structure of composition C9H8Cl2N2O2.

ORCA input file:
```
! wB97M-V def2-TZVPD RIJCOSX def2/J DEFGRID3
* xyz 0 1
C -3.38692 0.20236 0.92909
C -2.42921 -0.72526 1.35654
C -3.01480 1.24157 0.04534
C -1.08034 -0.47414 1.04812
C -1.68349 1.33685 -0.36817
C -0.68950 0.52994 0.17609
C 0.70556 0.75711 0.09085
C 2.43704 -0.49167 -1.86359
C 1.71324 -0.84499 -0.56894
N 1.30810 1.79673 0.22972
N 2.34545 -1.24561 0.59923
O 1.80461 -1.96192 1.41293
O 3.42391 -0.71007 0.73702
Cl 0.45779 -1.99847 -0.96818
Cl 2.93956 2.24462 -0.10522
H -4.46629 0.13551 1.27724
H -2.81563 -1.54426 2.07975
H -3.83557 1.88067 -0.28547
H -0.54161 -1.16344 1.65447
H -1.25029 2.06464 -0.96195
H 3.02184 -1.23148 -2.35069
H 1.86938 0.01280 -2.66811
H 3.16715 0.18852 -1.49610
*
```

Values from the calculation:
Orbital gap in eV: 8.583
HOMO energy in hartree: -0.346
Energy above the lowest of the compared OMol25 structures with the same formula, charge and spin in kcal per mole: 90.95
Maximum force in eV/Å: 5.9



The following is a DFT calculation (ωB97M-V/def2-TZVPD) of a cluster of 2 separate species, C10H10N2 in total.

ORCA input file:
```
! wB97M-V def2-TZVPD RIJCOSX def2/J DEFGRID3
* xyz 0 1
C -3.13609 -0.86057 2.04757
C -2.47035 0.35542 1.75995
C -1.27404 0.32269 1.08163
N -0.67017 -0.82512 0.80995
C -1.30995 -2.01563 1.00622
C -2.56996 -2.04245 1.67252
H -4.06449 -0.74635 2.63904
H -2.87407 1.32734 2.01865
H -0.73982 1.17125 0.83145
H -0.73144 -2.91696 0.84697
H -3.04388 -2.94514 1.92799
C 3.00026 1.19669 -2.26058
C 2.45099 -0.14042 -2.30875
C 1.36823 -0.34882 -1.40567
N 0.76115 0.61491 -0.66582
C 1.38143 1.68139 -0.39466
C 2.48210 2.04875 -1.33791
H 3.79602 1.36051 -3.05856
H 2.67311 -0.95940 -2.97341
H 0.96592 -1.30347 -1.47196
H 0.71159 2.33687 0.23964
H 3.13449 2.96457 -1.17061
*
```

Values from the calculation:
Orbital gap in eV: 9.493
HOMO energy in hartree: -0.313
Energy above the lowest of the compared OMol25 structures with the same formula, charge and spin in kcal per mole: 77.59
Structure (SMILES): c1ccncc1.c1ccncc1
Maximum force in eV/Å: 4.2



The following is a DFT calculation (ωB97M-V/def2-TZVPD) of a structure of composition C26H43InN3P2.

ORCA input file:
```
! wB97M-V def2-TZVPD RIJCOSX def2/J DEFGRID3
* xyz 1 1
In 1.96913 0.19478 2.46418
C -1.54114 3.44946 2.99213
C -2.48525 2.53275 2.47191
C -1.17443 1.40985 3.97886
C -0.76169 2.76352 3.95408
C -2.25174 1.26760 3.06676
C -1.47509 4.88953 2.68323
H -1.77850 5.07642 1.64813
H -0.46550 5.28529 2.81568
H -2.14099 5.47588 3.33344
C 0.25696 3.31303 4.86041
H 0.26323 4.40862 4.82153
H 1.25421 2.94528 4.57865
H 0.06113 3.01190 5.90216
C -0.64713 0.37008 4.88557
H -0.91764 0.58845 5.93161
H 0.44856 0.29135 4.86675
H -1.05347 -0.62013 4.64664
C -3.07399 0.05462 2.89013
H -3.91704 0.02879 3.59866
H -2.47301 -0.84524 3.06179
H -3.49495 0.01344 1.87879
C -3.61677 2.87756 1.59225
H -4.57486 2.92552 2.13913
H -3.74190 2.12536 0.80491
H -3.48116 3.85348 1.11505
C 0.70203 2.45246 -0.64416
C -0.34307 3.27618 -0.73088
C -1.66142 3.02528 -1.42231
C -2.04636 1.57724 -1.78583
C -2.01172 0.64946 -0.61849
C -0.95354 -0.02226 -0.15133
C 0.43635 -0.06335 -0.71117
C 0.92407 1.20671 -1.43547
H -1.66904 3.58945 -2.36636
H -1.39369 1.23178 -2.59543
H -2.47621 3.48819 -0.84636
H 0.42083 1.28806 -2.40643
H 1.51655 2.69587 0.05873
H -0.18760 4.32947 -0.41399
H 2.00757 1.11519 -1.63910
H 1.16089 -0.23755 0.11331
H -1.03724 -0.62972 0.75850
H 0.58115 -0.94467 -1.36299
H -3.07346 1.58887 -2.19260
H -2.98125 0.55042 -0.11710
P 1.93313 -2.99480 -3.00827
P 1.25657 -5.79060 -2.15439
C 2.25709 -4.31524 -4.29735
C 2.37762 -5.68950 -3.63876
H 3.18397 -4.06127 -4.82722
H 1.43982 -4.30525 -5.03334
H 2.11577 -6.50948 -4.32303
H 3.39734 -5.88350 -3.27512
C 1.74223 -7.48430 -1.64530
H 1.04621 -7.84240 -0.87810
H 2.75291 -7.43741 -1.22399
H 1.73264 -8.16727 -2.50138
C -0.27620 -6.27166 -3.09728
H -0.04812 -7.05164 -3.84098
H -0.70286 -5.39455 -3.60231
H -1.01174 -6.65970 -2.37905
C 3.56006 -2.13826 -3.14774
H 3.51354 -1.18168 -2.60908
H 3.81852 -1.96424 -4.20267
H 4.32859 -2.77194 -2.68218
C 0.88609 -1.92235 -4.07991
H -0.05215 -2.45398 -4.28559
H 1.39590 -1.70622 -5.02837
H 0.65681 -0.98425 -3.55596
N 2.70444 2.37682 2.53713
C 2.50516 3.53174 2.31652
N 2.32388 4.73386 1.91340
C 2.14033 5.76157 2.71902
N 1.92064 6.72323 3.35835
*
```

Values from the calculation:
Orbital gap (alpha / beta) in eV: 5.930 / 1.714
HOMO energy (alpha / beta) in hartree: -0.323 / -0.326
Energy above the lowest of the compared OMol25 structures with the same formula, charge and spin in kcal per mole: 7.20
Maximum force in eV/Å: 3.1



The following is a DFT calculation (ωB97M-V/def2-TZVPD) of a cluster of 13 separate species, H26O13 in total.

ORCA input file:
```
! wB97M-V def2-TZVPD RIJCOSX def2/J DEFGRID3
* xyz -1 2
O -0.98514 -1.07681 -2.90921
H -0.40424 -1.18926 -3.66163
H -0.42097 -1.21281 -2.14801
O -2.16185 -3.67952 -1.08355
H -1.57587 -3.09043 -0.60833
H -1.91117 -4.55549 -0.79019
O 0.28926 0.96216 2.91341
H 1.05654 1.51073 2.75038
H 0.13470 1.03940 3.85489
O 1.27343 -2.69426 -1.02166
H 1.96838 -2.08223 -0.77937
H 1.68366 -3.28554 -1.65279
O 3.69975 2.11665 0.01691
H 2.77414 1.87632 0.05838
H 3.79079 2.57798 -0.81683
O -2.55302 0.44282 0.41192
H -2.65692 0.77180 -0.48094
H -2.35211 1.22061 0.93241
O -1.29535 -1.99610 0.62928
H -0.89772 -2.12791 1.48994
H -2.03877 -1.41626 0.79463
O -1.29093 1.98782 -2.35038
H -1.31749 2.01139 -3.30691
H -1.07175 1.08042 -2.13867
O 0.27002 -2.04184 3.20563
H 0.96559 -1.38786 3.27427
H 0.69452 -2.86862 3.43468
O 0.86130 2.80864 -0.25061
H 0.04112 3.20190 0.04753
H 0.59426 2.00275 -0.69274
O 0.41309 0.04485 -0.01271
H 0.49282 0.20470 0.92768
H -0.18590 -0.69875 -0.07981
O -1.47995 2.71514 1.54248
H -0.76605 2.21466 1.93758
H -1.81990 3.25346 2.25724
O 1.97710 0.43821 -2.27957
H 1.38993 0.26393 -1.54399
H 2.81469 0.65736 -1.87134
*
```

Values from the calculation:
Orbital gap (alpha / beta) in eV: 2.838 / 10.373
HOMO energy (alpha / beta) in hartree: -0.006 / -0.286
Expectation value of S²: 0.7504
Energy above the lowest of the compared OMol25 structures with the same formula, charge and spin in kcal per mole: 3.75
Maximum force in eV/Å: 1.6



- Among the records above, which one has the lowest energy above the lowest of the compared OMol25 structures with the same formula, charge and spin?
  H26O13



- Which value of energy above the lowest of the compared OMol25 structures with the same formula, charge and spin does entry 1 give?
  51.47 kcal per mole



- The lowest maximum force belongs to which entry?
  H26O13



Repeat the second record exactly.
The following is a DFT calculation (ωB97M-V/def2-TZVPD) of a structure of composition C9H8Cl2N2O2.

ORCA input file:
```
! wB97M-V def2-TZVPD RIJCOSX def2/J DEFGRID3
* xyz 0 1
C -3.38692 0.20236 0.92909
C -2.42921 -0.72526 1.35654
C -3.01480 1.24157 0.04534
C -1.08034 -0.47414 1.04812
C -1.68349 1.33685 -0.36817
C -0.68950 0.52994 0.17609
C 0.70556 0.75711 0.09085
C 2.43704 -0.49167 -1.86359
C 1.71324 -0.84499 -0.56894
N 1.30810 1.79673 0.22972
N 2.34545 -1.24561 0.59923
O 1.80461 -1.96192 1.41293
O 3.42391 -0.71007 0.73702
Cl 0.45779 -1.99847 -0.96818
Cl 2.93956 2.24462 -0.10522
H -4.46629 0.13551 1.27724
H -2.81563 -1.54426 2.07975
H -3.83557 1.88067 -0.28547
H -0.54161 -1.16344 1.65447
H -1.25029 2.06464 -0.96195
H 3.02184 -1.23148 -2.35069
H 1.86938 0.01280 -2.66811
H 3.16715 0.18852 -1.49610
*
```

Values from the calculation:
Orbital gap in eV: 8.583
HOMO energy in hartree: -0.346
Energy above the lowest of the compared OMol25 structures with the same formula, charge and spin in kcal per mole: 90.95
Maximum force in eV/Å: 5.9